No. 1
Entry from OMol25: a structure of composition C20H26LiO12S at a distorted geometry (the ωB97M-V functional and the def2-TZVPD basis).

Results
frontier orbital gap = 0.206 Ha
E = -56766.3270 eV
LUMO level = 1.681 eV
charge = -1

CARTESIAN COORDINATES (ANGSTROEM)
Li -16.96363 -57.19628 -36.41540
S -15.70354 -54.44596 -36.87751
O -16.80956 -54.34510 -37.79682
O -15.65176 -55.79688 -36.39911
O -14.45821 -54.23693 -37.67911
O -15.85328 -53.42947 -35.88468
C -17.93162 -56.91740 -33.78267
O -18.46041 -57.57513 -34.88946
H -16.91912 -56.77095 -33.93582
H -18.14980 -57.60068 -33.08451
H -18.46033 -55.94330 -33.33606
H -19.14715 -58.07125 -34.52039
C -15.98947 -59.80464 -35.47301
O -15.79777 -58.85420 -36.43529
H -15.56290 -60.60918 -35.31157
H -16.89802 -60.11173 -35.44852
H -15.82724 -59.51638 -34.53755
H -15.39738 -59.34639 -37.23450
C -12.06730 -57.53420 -33.80213
C -10.95865 -58.36583 -34.23117
C -10.71928 -58.51024 -35.58091
C -11.45044 -57.73838 -36.49941
C -12.71047 -57.22883 -35.98549
C -12.98928 -57.15827 -34.64307
O -14.18419 -56.67802 -34.22204
O -9.67295 -59.15424 -36.01092
H -12.15703 -57.40153 -32.65908
H -10.26756 -58.83533 -33.32996
H -11.45579 -57.68956 -37.54121
H -13.36305 -56.73104 -36.78336
H -14.72572 -56.34042 -34.92579
H -9.20364 -58.96520 -36.85867
C -20.84255 -54.77612 -40.62467
C -19.69862 -54.91884 -39.68392
C -20.09739 -55.14340 -38.23597
C -21.31607 -55.05571 -37.72656
C -22.39481 -54.83505 -38.66444
C -22.12834 -54.65508 -40.02656
O -23.19887 -54.48760 -40.84652
O -18.98751 -55.38266 -37.30601
H -20.58358 -54.59997 -41.54169
H -18.71369 -54.80510 -40.16293
H -21.50482 -55.27919 -36.80295
H -23.37088 -55.06483 -38.26866
H -24.06776 -54.45317 -40.64002
H -18.21998 -55.02844 -37.51851
C -17.26588 -60.30640 -39.87088
C -17.26099 -59.17278 -39.09353
C -16.60484 -57.98081 -39.52350
C -15.96870 -57.93432 -40.73794
C -16.03895 -59.17430 -41.61000
C -16.70705 -60.28905 -41.24158
O -16.66348 -61.35002 -41.97204
O -16.65880 -56.85173 -38.76243
H -17.71617 -61.25299 -39.47293
H -17.75372 -59.38560 -37.95382
H -15.38017 -57.10567 -41.06983
H -15.48666 -59.09286 -42.61414
H -16.76438 -62.32533 -41.49078
H -16.61011 -56.04807 -39.22068



No. 2
Entry from OMol25: an isolated molecule of C20H26N2O2 (the ωB97M-V functional and the def2-TZVPD basis).

Results
frontier orbital gap = 0.321 Ha
E = -28235.9584 eV
LUMO level = 0.792 eV
charge = 0

CARTESIAN COORDINATES (ANGSTROEM)
C 4.48781 -1.37631 0.91112
H 4.91163 -1.81998 1.81130
O 3.09520 -1.44887 1.08039
C 2.28262 -0.95136 0.08595
C 2.77470 -0.39352 -1.08849
C 1.93149 0.06931 -2.08102
C 0.55693 -0.01131 -1.92460
C 0.06002 -0.54757 -0.74989
C 0.88971 -1.01983 0.26374
O 0.21766 -1.52918 1.33432
C 0.86931 -1.77443 2.56487
C -0.16948 -2.03842 3.62392
C 0.12729 -2.87112 4.69513
C -0.80888 -3.09605 5.68846
C -2.05515 -2.49683 5.61740
C -2.35796 -1.66883 4.55036
C -1.41881 -1.43671 3.56118
H -1.65114 -0.79349 2.72672
H -3.32907 -1.19932 4.48942
H -2.78766 -2.67653 6.39058
H -0.56708 -3.74483 6.51772
H 1.09755 -3.34418 4.75067
H 1.46685 -0.89970 2.85869
H 1.54489 -2.63368 2.48099
H -1.00401 -0.62326 -0.58303
C -0.36049 0.48991 -3.00703
N 0.00808 1.84324 -3.39476
C -0.62550 2.31469 -4.60906
C -2.09545 2.70589 -4.41936
N -2.19393 3.72609 -3.39118
C -3.54878 4.20252 -3.23166
H -3.56077 4.99773 -2.48731
H -3.89794 4.60690 -4.18097
H -4.24621 3.41099 -2.91009
C -1.64324 3.23121 -2.14174
C -0.17864 2.82733 -2.34542
H 0.23330 2.43187 -1.41520
H 0.38915 3.71701 -2.63300
H -1.69710 4.03083 -1.39899
H -2.22233 2.37101 -1.75654
H -2.48552 3.11700 -5.35380
H -2.69462 1.81131 -4.16381
H -0.53985 1.54631 -5.38064
H -0.07390 3.20162 -4.93530
H -1.40475 0.39636 -2.66948
H -0.24065 -0.14129 -3.89448
H 2.33902 0.50299 -2.97987
H 3.83941 -0.32362 -1.24289
H 4.83241 -0.34064 0.82354
H 4.81982 -1.94684 0.03760



No. 3
Entry from OMol25: an isolated molecule of C20H26N2O4 at a distorted geometry (the ωB97M-V functional and the def2-TZVPD basis).

Results
frontier orbital gap = 0.337 Ha
E = -32333.5180 eV
LUMO level = 0.644 eV
charge = 0

CARTESIAN COORDINATES (ANGSTROEM)
O -0.14409 -1.23729 -1.21938
C 0.45487 -0.17065 -1.15075
N 0.90645 0.37072 -0.00561
H 1.38714 1.25388 -0.07590
C 0.87719 -0.19547 1.34091
C 1.77471 0.67088 2.23110
C 3.24761 0.57398 1.84606
C 3.71510 -0.87654 1.88950
C 2.85676 -1.72730 0.96018
C 1.38499 -1.64667 1.35707
H 1.25384 -2.03554 2.36886
H 0.79079 -2.25661 0.67777
H 2.97448 -1.38012 -0.06925
H 3.18158 -2.76856 0.99834
H 3.62894 -1.25523 2.91014
H 4.76414 -0.94048 1.59386
H 3.83864 1.17989 2.53539
H 3.40709 0.97051 0.83948
H 1.64165 0.33611 3.26030
H 1.43005 1.70675 2.18701
C -0.56825 -0.15417 1.91796
O -0.81179 0.42874 2.95715
N -1.45961 -0.82715 1.18130
H -1.14112 -1.22962 0.30358
C -2.87351 -0.92682 1.48178
H -3.31781 -1.53710 0.68965
C -3.60065 0.41933 1.56463
C -4.93322 0.06450 2.22552
C -4.64974 -1.17330 3.10177
H -4.82233 -0.96439 4.15626
H -5.30596 -1.99600 2.81615
C -3.18476 -1.54457 2.84923
H -3.01468 -2.62011 2.86604
H -2.53855 -1.07500 3.58937
H -5.67517 -0.17675 1.46314
H -5.31924 0.89631 2.81241
H -3.02035 1.08260 2.20506
H -3.72444 0.88753 0.58875
C 0.74605 0.62900 -2.37725
C 0.75504 2.01842 -2.37808
C 1.00026 2.74437 -3.54055
C 1.24056 2.02916 -4.68892
C 1.22034 0.63087 -4.69717
C 0.96690 -0.08991 -3.55977
H 0.93206 -1.16619 -3.55589
O 1.47977 0.18364 -5.96266
C 1.65389 1.33768 -6.75581
O 1.51128 2.48675 -5.94593
H 0.89628 1.35487 -7.55548
H 2.65839 1.32839 -7.20752
H 0.99796 3.82120 -3.54540
H 0.53049 2.56545 -1.47448